{
  "formula": "C21H35AsBMnO10P2",
  "method": "ωB97M-V/def2-TZVPD",
  "total_charge": -1,
  "lumo_ev": [2.42, 2.42],
  "e_homo_ev": [-3.9, -3.7],
  "spin_multiplicity": 2,
  "symbols": ["Mn", "C", "C", "C", "C", "C", "C", "C", "C", "C", "C", "H", "H", "H", "H", "H", "H", "H", "H", "H", "H", "H", "H", "H", "H", "H", "C", "C", "O", "P", "O", "O", "O", "P", "O", "O", "O", "H", "H", "H", "H", "H", "H", "H", "C", "As", "C", "C", "O", "H", "H", "H", "H", "H", "H", "H", "H", "H", "O", "B", "O", "C", "C", "C", "C", "C", "C", "H", "H", "H", "H"],
  "coordinates": [[-0.06935, 0.18074, 0.38374], [-1.91043, -1.27140, 0.93063], [-2.40158, -0.37664, -0.04248], [-2.35326, 0.91708, 0.48945], [-1.83182, 0.82873, 1.80495], [-1.56326, -0.51452, 2.07370], [-1.12087, -1.10093, 3.37838], [-1.73788, 1.96490, 2.77840], [-2.89221, 2.16071, -0.15958], [-2.98564, -0.73752, -1.37401], [-1.83519, -2.77193, 0.85465], [-1.95499, -1.58938, 3.89531], [-0.72243, -0.33698, 4.04960], [-0.33596, -1.84899, 3.23834], [-2.62472, 2.02205, 3.42180], [-1.64982, 2.92425, 2.26034], [-0.86834, 1.87367, 3.43270], [-3.78498, 2.53146, 0.36035], [-3.18170, 1.96413, -1.19640], [-2.16516, 2.97499, -0.17722], [-4.06464, -0.55310, -1.40268], [-2.82850, -1.79260, -1.60345], [-2.53081, -0.16366, -2.18618], [-0.87539, -3.15661, 1.20614], [-1.96608, -3.13527, -0.16627], [-2.61081, -3.24019, 1.47300], [4.13873, -3.09274, -0.64985], [3.64091, -2.17472, 0.47034], [4.25771, -2.54515, 1.71591], [4.11404, -0.47194, 0.15024], [3.74996, 0.37965, 1.42639], [5.72198, -0.47104, 0.21214], [3.61909, 0.00871, -1.15149], [1.80256, -2.31510, 0.73638], [1.15814, -2.52861, -0.71308], [1.70920, -3.55130, 1.55872], [1.30850, -0.99214, 1.30890], [5.22966, -3.10589, -0.65684], [3.77736, -2.75638, -1.62203], [3.76678, -4.10413, -0.47941], [3.59137, -3.09024, 2.16877], [2.78770, 0.54960, 1.47529], [6.02531, -0.75640, 1.08005], [0.82188, -1.70852, -1.13949], [-0.37636, 0.80338, -4.25426], [0.93304, 0.42328, -2.92192], [2.07902, -0.82946, -3.78260], [1.77968, 2.10642, -2.67866], [0.06580, -0.25336, -1.63847], [0.09960, 1.26641, -5.11825], [-1.10982, 1.48623, -3.82676], [-0.87295, -0.11941, -4.54831], [2.03098, -0.66788, -4.85853], [1.69742, -1.81907, -3.53177], [3.08934, -0.72147, -3.40310], [2.27473, 2.35676, -3.61805], [2.49803, 2.04555, -1.86566], [0.99689, 2.82482, -2.45020], [1.91388, 2.58594, 1.03262], [0.70222, 2.09319, 0.44741], [0.11628, 3.21733, -0.23900], [0.95360, 4.29002, -0.06332], [0.81163, 5.57472, -0.53338], [1.82714, 6.48835, -0.21198], [2.92290, 6.10014, 0.55247], [3.04347, 4.78560, 1.02526], [2.03872, 3.90811, 0.69648], [-0.04817, 5.86035, -1.12724], [1.75318, 7.51127, -0.56046], [3.69590, 6.82191, 0.78607], [3.88980, 4.46533, 1.61887]]
}

---

{
  "formula": "C21H35BF12N5OS",
  "method": "ωB97M-V/def2-TZVPD",
  "total_charge": 1,
  "lumo_ev": -4.23,
  "e_homo_ev": -12.3,
  "spin_multiplicity": 1,
  "symbols": ["C", "C", "C", "C", "C", "C", "C", "N", "C", "N", "C", "C", "C", "N", "C", "N", "B", "O", "C", "C", "C", "F", "F", "F", "N", "C", "C", "C", "C", "C", "F", "F", "C", "F", "F", "S", "F", "F", "F", "F", "F", "H", "H", "H", "H", "H", "H", "H", "H", "H", "H", "H", "H", "H", "H", "H", "H", "H", "H", "H", "H", "H", "H", "H", "H", "H", "H", "H", "H", "H", "H", "H", "H", "H", "H", "H"],
  "coordinates": [[-4.47810, 0.41134, -1.01638], [-4.28104, 2.00322, -1.37128], [-4.43110, 3.02005, -0.09410], [-3.16595, 2.94784, 0.97895], [-1.69918, 2.76599, 0.26940], [-0.42194, 2.77690, 1.29711], [-0.54537, 1.74007, 2.56660], [0.61881, 0.79061, 2.52456], [1.89859, 1.51323, 2.99781], [2.10383, 2.93911, 3.45618], [3.02788, 3.57993, 2.62705], [4.63856, 3.13923, 2.55890], [2.60689, 4.81846, 1.59391], [2.90746, 0.40386, 2.84322], [2.17636, -0.83873, 2.29226], [2.77647, -2.00948, 1.98976], [2.23987, -3.28382, 1.40732], [2.39827, -3.76810, 0.01568], [1.40958, -4.29974, 2.44485], [0.17198, -5.09231, 1.71642], [4.29481, -2.06189, 2.28182], [4.60738, -1.91097, 3.73166], [4.83734, -3.42486, 1.91371], [5.06840, -1.11407, 1.40568], [0.72957, -0.55708, 2.14320], [-0.52095, -1.23418, 1.73532], [-0.84084, -0.76822, 0.16084], [-0.25511, -1.81224, -0.95863], [-0.56243, -1.10435, -2.44264], [-0.87519, -2.26199, -3.60987], [0.17792, -3.31514, -3.67178], [-2.09581, -2.97950, -3.07532], [-1.33046, -1.64220, -5.04741], [-2.29270, -2.56163, -5.70051], [-2.09965, -0.37677, -4.75860], [0.01922, -1.20956, -6.24855], [-0.40727, 0.47919, -6.09595], [1.21157, -0.94834, -5.05334], [0.47634, -2.83164, -6.54750], [-1.16856, -1.27226, -7.53035], [1.17500, -0.72745, -7.42580], [-4.54834, 0.17236, 0.12997], [-5.42881, -0.00520, -1.60572], [-3.55593, -0.19921, -1.46413], [-5.13686, 2.30065, -2.14661], [-3.26153, 2.12537, -1.96760], [-5.39654, 2.70195, 0.52933], [-4.66128, 4.13194, -0.45419], [-3.45101, 2.09378, 1.74408], [-3.11555, 3.97013, 1.58916], [-1.55767, 3.71218, -0.44442], [-1.64558, 1.82939, -0.46899], [-0.17446, 3.84487, 1.71397], [0.52470, 2.42708, 0.66825], [-0.48055, 2.41795, 3.54725], [-1.60940, 1.26850, 2.57259], [4.66075, 2.19347, 1.83147], [5.30860, 3.95664, 2.05247], [5.03194, 2.81457, 3.62699], [1.88567, 5.60260, 2.07875], [2.22145, 4.41282, 0.55785], [3.61358, 5.40950, 1.35115], [3.29613, -3.53741, -0.36498], [2.13004, -4.99437, 3.06439], [0.90996, -3.56742, 3.24335], [-0.33690, -4.47933, 0.84531], [-0.68208, -5.23641, 2.53692], [0.51082, -6.17098, 1.41044], [-1.48789, -0.88037, 2.34175], [-0.56109, -2.40084, 1.78185], [-0.22852, 0.24640, 0.02021], [-1.98098, -0.51317, 0.05302], [0.93254, -1.78560, -0.85127], [-0.67420, -2.90235, -0.87766], [0.37812, -0.45267, -2.68567], [-1.52960, -0.42932, -2.26347]]
}